[1]
{
  "formula": "C20H29B2BaF4N4O5",
  "method": "ωB97M-V/def2-TZVPD",
  "total_energy_ev": -50322.685,
  "charge": 1,
  "homo_energy_ha": -0.39784,
  "species": ["Ba", "C", "C", "N", "O", "B", "F", "F", "O", "N", "C", "C", "C", "N", "O", "B", "F", "F", "O", "N", "C", "C", "C", "H", "H", "H", "H", "H", "H", "H", "H", "H", "H", "H", "H", "C", "C", "C", "C", "C", "C", "C", "C", "C", "C", "C", "C", "O", "H", "H", "H", "H", "H", "H", "H", "H", "H", "H", "H", "H", "H", "H", "H", "H", "H"],
  "positions_angstrom": [[0.173368, -0.202719, -0.045337], [0.962914, -3.931405, 3.016599], [1.081879, -2.810311, 2.047720], [0.237905, -1.864674, 1.899560], [-0.930298, -1.867742, 2.634965], [-2.069185, -2.602979, 1.950061], [-3.089174, -2.637257, 2.857881], [-1.600973, -3.854977, 1.542154], [-2.619884, -1.877631, 0.736235], [-1.764055, -1.872907, -0.346062], [-1.808010, -2.831511, -1.188155], [-2.777764, -3.958210, -1.157908], [-0.679245, -2.793555, -2.216706], [0.194835, -1.899598, -1.967601], [1.312756, -1.831899, -2.768911], [2.531495, -2.446168, -2.103272], [2.209737, -3.755081, -1.732601], [3.547711, -2.335682, -3.006896], [2.994747, -1.705451, -0.858122], [2.122746, -1.809941, 0.202423], [2.232690, -2.763485, 1.041353], [3.291068, -3.808028, 1.029111], [-0.562306, -3.774455, -3.332428], [0.122860, -3.759361, 3.681474], [1.887187, -4.031999, 3.588498], [0.795484, -4.868062, 2.483095], [-3.509637, -3.793256, -0.374318], [-2.258204, -4.896376, -0.957687], [-3.273217, -4.048531, -2.126677], [4.036094, -3.569159, 0.277170], [2.856033, -4.778895, 0.788266], [3.756027, -3.883329, 2.013873], [-1.305616, -4.563795, -3.258874], [0.437222, -4.205269, -3.324962], [-0.685599, -3.259130, -4.286853], [-2.272416, 2.452097, -2.129655], [-1.229769, 3.570114, -2.331118], [0.039073, 3.049397, -3.031811], [-0.915775, 4.294747, -1.067642], [-1.181041, 5.612007, -0.872857], [-0.855856, 6.230763, 0.351666], [-0.248389, 5.606875, 1.459696], [0.077412, 4.289257, 1.412908], [0.727925, 3.563175, 2.539591], [-0.144301, 2.426237, 3.109861], [2.135475, 3.066232, 2.159227], [-0.246249, 3.564328, 0.101196], [0.054143, 2.405764, -0.022740], [-2.589548, 2.101393, -3.110910], [-3.157304, 2.808355, -1.602532], [-1.877928, 1.588778, -1.594816], [-1.682353, 4.321917, -2.981465], [0.512987, 2.237561, -2.483699], [0.772697, 3.840639, -3.185645], [-0.246677, 2.664472, -4.009833], [-1.647447, 6.198656, -1.653252], [-1.090350, 7.286644, 0.447958], [-0.047844, 6.189582, 2.349073], [0.842756, 4.311137, 3.327139], [-0.214671, 1.563659, 2.449409], [-1.153760, 2.762459, 3.344911], [0.311023, 2.077012, 4.035571], [2.104533, 2.270617, 1.417399], [2.607876, 2.667494, 3.056011], [2.764190, 3.871461, 1.779291]],
  "forces_ev_per_angstrom": [[-0.083, 0.091, -0.033], [0.065, -0.028, -0.010], [0.197, 0.022, -0.193], [-0.083, -0.242, 0.172], [0.101, -0.039, -0.059], [-0.029, 0.057, 0.027], [0.020, -0.004, -0.016], [0.011, -0.020, -0.010], [0.067, -0.019, -0.075], [-0.109, -0.196, 0.031], [0.224, -0.011, -0.137], [0.001, -0.014, -0.057], [-0.210, -0.006, 0.208], [0.170, -0.250, -0.176], [-0.091, -0.055, 0.068], [0.014, 0.081, -0.018], [-0.006, -0.032, 0.005], [-0.012, -0.016, 0.025], [-0.070, -0.056, 0.069], [0.224, -0.255, -0.074], [-0.192, -0.005, 0.144], [-0.028, -0.027, 0.065], [-0.068, -0.040, 0.013], [-0.003, 0.004, 0.012], [-0.016, -0.009, -0.005], [-0.002, 0.000, -0.012], [-0.016, -0.001, -0.002], [0.016, 0.004, 0.004], [-0.005, -0.008, 0.014], [0.012, 0.005, 0.001], [-0.012, 0.000, -0.004], [-0.003, -0.007, -0.016], [0.010, 0.017, -0.003], [0.006, -0.004, 0.003], [0.007, 0.000, -0.003], [-0.032, 0.020, 0.000], [-0.019, -0.039, 0.017], [0.006, 0.002, -0.047], [0.166, -0.109, 0.433], [-0.017, -0.066, -0.035], [0.004, 0.149, -0.005], [0.017, -0.057, 0.047], [-0.192, -0.124, -0.422], [-0.022, -0.040, -0.002], [-0.025, 0.036, 0.015], [0.036, 0.000, 0.032], [-0.034, 0.375, 0.019], [-0.041, 0.715, 0.017], [0.007, 0.020, -0.005], [0.000, 0.006, 0.003], [0.054, 0.071, 0.021], [-0.005, -0.021, -0.034], [-0.013, 0.008, 0.012], [-0.004, 0.004, 0.003], [0.006, 0.009, -0.003], [0.004, 0.019, 0.013], [-0.016, -0.010, 0.006], [-0.005, 0.019, -0.012], [0.020, -0.021, 0.030], [0.014, 0.051, -0.048], [-0.005, 0.006, -0.006], [0.008, 0.021, 0.000], [-0.015, 0.003, -0.003], [0.005, 0.010, -0.001], [-0.008, 0.005, 0.001]]
}

---

[2]
{
  "formula": "C20H29BF2N3ORu",
  "method": "ωB97M-V/def2-TZVPD",
  "total_energy_ev": -36417.253,
  "charge": 1,
  "multiplicity": 5,
  "homo_energy_ha": [-0.39493, -0.42973],
  "species": ["Ru", "C", "N", "C", "C", "C", "C", "C", "C", "C", "N", "C", "C", "C", "C", "C", "C", "N", "C", "C", "H", "H", "H", "H", "H", "H", "H", "H", "H", "H", "H", "H", "H", "H", "H", "H", "H", "H", "H", "H", "F", "B", "F", "C", "C", "C", "C", "O", "H", "H", "H", "H", "H", "H", "H", "H", "H"],
  "positions_angstrom": [[-0.142107, -0.754395, 0.988057], [3.075133, -0.987700, 1.527708], [2.203593, -0.162292, 0.681491], [2.422922, -0.462939, -0.747594], [2.351990, 1.256302, 0.900154], [3.590484, 1.862784, 0.923083], [3.704697, 3.245152, 1.020316], [2.561296, 4.039388, 1.051552], [1.314970, 3.457978, 1.055163], [1.175505, 2.048406, 1.039551], [-0.006519, 1.402555, 1.114421], [-1.203580, 1.999303, 1.472702], [-1.315386, 3.085470, 2.349660], [-2.560963, 3.564724, 2.702573], [-3.710425, 2.975860, 2.186761], [-3.614012, 1.878008, 1.342377], [-2.371271, 1.373445, 0.996789], [-2.195328, 0.222135, 0.150901], [-2.091387, 0.599479, -1.269600], [-3.225249, -0.814880, 0.330744], [4.125015, -0.925666, 1.224136], [2.750443, -2.024444, 1.444359], [2.981339, -0.671623, 2.564959], [3.449020, -0.227832, -1.048441], [1.735982, 0.129322, -1.355004], [2.227428, -1.520845, -0.917970], [4.486807, 1.261464, 0.848468], [4.683283, 3.703756, 1.039324], [2.652108, 5.116668, 1.065054], [0.429624, 4.078076, 1.043985], [-0.426299, 3.502683, 2.801825], [-2.639546, 4.387704, 3.399125], [-4.684942, 3.361176, 2.452675], [-4.511823, 1.413299, 0.959660], [-3.038531, 1.010610, -1.633595], [-1.838841, -0.284057, -1.856355], [-1.311830, 1.350503, -1.393948], [-4.188064, -0.514647, -0.093061], [-3.345670, -1.027453, 1.391532], [-2.888971, -1.718788, -0.175326], [-0.286724, 0.246562, 3.735445], [-0.138028, -0.877307, 3.032065], [0.068449, -1.976941, 3.738749], [1.049123, -4.269088, -0.525251], [0.004328, -3.962748, 0.541315], [-1.354795, -4.542724, 0.166521], [0.452549, -4.445322, 1.909999], [-0.153681, -2.533328, 0.564893], [1.178173, -5.346981, -0.629917], [2.016681, -3.844095, -0.253686], [0.744001, -3.867341, -1.491927], [-1.300462, -5.630245, 0.100681], [-1.682340, -4.160508, -0.800845], [-2.098445, -4.285856, 0.920818], [0.612951, -5.524035, 1.877031], [-0.298937, -4.232966, 2.666804], [1.388111, -3.971900, 2.208824]],
  "forces_ev_per_angstrom": [[-0.068, 0.448, 0.108], [-0.004, -0.039, 0.022], [-0.095, 0.192, -0.040], [0.002, -0.025, 0.021], [-0.027, 0.021, 0.024], [0.009, -0.063, -0.033], [-0.020, 0.022, 0.018], [-0.021, 0.001, -0.003], [0.012, 0.037, -0.069], [0.329, 0.132, 0.060], [-0.349, -0.219, 0.001], [0.252, -0.027, -0.065], [-0.121, 0.125, 0.185], [0.062, -0.006, -0.005], [0.028, -0.013, -0.031], [0.078, -0.117, -0.029], [-0.171, -0.025, -0.014], [-0.168, 0.010, 0.021], [0.109, 0.033, -0.010], [-0.005, 0.041, -0.018], [-0.012, 0.009, 0.014], [0.024, -0.001, 0.003], [-0.003, -0.013, 0.005], [-0.009, -0.021, -0.026], [0.033, -0.007, 0.004], [0.010, -0.007, -0.011], [-0.004, -0.019, -0.009], [0.018, -0.003, -0.010], [-0.008, 0.003, 0.001], [0.124, -0.015, -0.086], [-0.111, -0.065, 0.055], [-0.002, 0.006, 0.002], [-0.003, 0.000, 0.015], [-0.018, 0.000, 0.012], [0.012, -0.009, -0.005], [-0.007, 0.007, -0.002], [-0.007, -0.014, -0.014], [0.004, -0.005, -0.002], [-0.005, -0.009, -0.016], [-0.018, -0.007, 0.008], [-0.094, 0.032, 0.077], [0.281, -0.007, -0.133], [-0.051, -0.036, 0.008], [-0.020, -0.093, 0.026], [-0.090, 0.221, -0.036], [0.078, -0.091, 0.016], [0.010, -0.114, -0.034], [0.063, -0.435, -0.058], [-0.012, 0.002, 0.006], [0.005, 0.022, 0.031], [-0.022, 0.021, 0.000], [0.009, 0.008, 0.007], [0.017, 0.021, -0.017], [-0.005, 0.028, 0.023], [0.003, 0.003, 0.012], [-0.026, 0.031, 0.009], [0.003, 0.030, -0.018]]
}

---

[3]
{
  "formula": "C20H29Cl2FO15",
  "method": "ωB97M-V/def2-TZVPD",
  "total_energy_ev": -79682.685,
  "smiles": "O=C1OC[C@@H](F)O1.C[C@H]1COC(=O)O1.C[C@H]1COC(=O)O1.C[C@H]1COC(=O)O1.C[C@H]1COC(=O)O1.ClCCl",
  "homo_energy_ha": -0.39568,
  "species": ["O", "C", "O", "C", "C", "F", "O", "H", "H", "H", "C", "C", "C", "O", "C", "O", "O", "H", "H", "H", "H", "H", "H", "C", "C", "C", "O", "C", "O", "O", "H", "H", "H", "H", "H", "H", "C", "C", "C", "O", "C", "O", "O", "H", "H", "H", "H", "H", "H", "C", "C", "C", "O", "C", "O", "O", "H", "H", "H", "H", "H", "H", "Cl", "C", "Cl", "H", "H"],
  "positions_angstrom": [[3.104000, 1.476123, -1.336478], [3.347160, 1.943479, -2.432382], [2.867817, 1.293707, -3.565780], [3.702753, 1.717806, -4.660594], [4.290123, 2.956298, -4.285845], [3.545018, 4.006990, -4.659405], [4.257182, 2.857187, -2.859765], [4.381664, 0.876636, -4.800631], [3.284684, 1.779698, -5.665326], [5.282042, 2.924699, -4.736620], [-2.047332, -0.288273, 3.211343], [-2.401902, -0.082343, 1.691650], [-3.359491, -1.086464, 0.998930], [-4.167481, -0.168833, 0.291140], [-3.852933, 1.174987, 0.506130], [-4.464034, 2.095828, -0.111006], [-2.941640, 1.211437, 1.463644], [-2.947125, -0.154171, 3.811761], [-1.321388, 0.349051, 3.716229], [-1.689334, -1.313434, 3.116545], [-1.502641, -0.160791, 1.080675], [-4.006700, -1.725835, 1.599287], [-2.697021, -1.593291, 0.297264], [1.881430, 1.675510, 2.394266], [1.866494, 2.459775, 3.707651], [1.200801, 3.794632, 3.750865], [0.590535, 3.676692, 5.024714], [0.508975, 2.497431, 5.447265], [-0.016221, 2.162628, 6.526327], [1.159039, 1.724091, 4.603650], [2.194970, 0.692485, 2.745627], [2.529595, 2.095068, 1.624885], [0.894783, 1.618675, 1.934481], [2.930093, 2.538721, 3.932673], [0.578938, 3.880013, 2.859739], [1.978596, 4.556083, 3.808554], [0.280589, -6.274497, -0.814622], [0.476642, -5.823997, 0.618707], [-0.904413, -5.767038, 1.362421], [-0.638954, -6.444440, 2.522831], [0.578282, -7.023531, 2.494201], [1.201863, -7.703725, 3.264875], [1.087558, -6.801013, 1.324204], [-0.104657, -7.293981, -0.795777], [1.217468, -6.554206, -1.296414], [-0.448728, -5.674259, -1.358610], [1.053376, -4.902641, 0.699944], [-1.742684, -6.164224, 0.790015], [-1.102854, -4.710888, 1.544813], [-1.122752, 2.204991, -2.106556], [-2.149636, 2.113656, -3.242456], [-3.230609, 3.249413, -3.328589], [-2.564781, 4.044162, -4.299637], [-1.752194, 3.335590, -5.054120], [-1.327921, 3.777162, -6.103250], [-1.500488, 2.088525, -4.493712], [-1.304640, 3.102277, -1.515038], [-0.118618, 2.339779, -2.508621], [-1.304596, 1.437256, -1.354476], [-2.659165, 1.160649, -3.100105], [-3.383052, 3.747641, -2.371183], [-4.221256, 3.024009, -3.723432], [0.865981, -1.838155, 1.998323], [1.550572, -1.598874, 0.337849], [0.138912, -1.022296, -0.709418], [2.409045, -0.927644, 0.313859], [1.760263, -2.561994, -0.127488]],
  "forces_ev_per_angstrom": [[0.633, 2.289, -1.672], [-0.133, -3.219, -0.731], [-0.214, 1.235, 0.128], [-1.547, -3.677, -1.284], [0.670, 0.006, 1.290], [0.053, 0.682, -0.167], [0.498, 0.932, 1.164], [0.740, 0.323, 0.284], [-1.140, 0.163, 0.381], [0.375, 1.218, 0.701], [-0.973, -0.183, -1.708], [1.424, -0.216, 1.797], [0.648, 1.619, 0.369], [-0.856, 1.330, -1.293], [-3.188, 0.820, -2.227], [3.098, -3.587, 2.789], [-0.261, 1.334, -0.337], [-0.175, -0.610, -0.067], [0.377, 0.082, -0.817], [-0.029, -0.154, 1.078], [0.256, 0.377, 0.396], [0.296, -0.014, 0.101], [-0.602, -0.687, -0.011], [-0.398, 0.324, 0.245], [1.944, -0.132, -3.203], [1.381, -0.271, -0.208], [-1.370, 5.746, -0.847], [-1.540, -3.217, 4.965], [1.373, 0.569, -3.439], [-0.382, -3.472, 1.290], [0.109, -0.175, -0.690], [0.320, -0.079, 0.258], [-0.229, -0.165, 0.190], [0.080, -0.017, 0.899], [-0.776, 0.544, 0.586], [-0.541, 0.347, -0.145], [0.221, -1.228, 0.145], [-2.450, 0.702, -1.607], [0.853, 2.112, -1.735], [-0.438, -1.000, 2.821], [0.875, -1.442, 1.015], [-1.855, 0.793, 0.554], [3.079, -1.001, -1.493], [-0.748, -0.026, 0.421], [0.237, 1.181, -0.429], [0.553, 0.203, -0.252], [-0.123, 0.222, 0.038], [0.137, -0.436, 0.111], [-0.341, -0.020, 0.421], [-0.804, 1.415, 0.365], [-1.388, -1.403, 1.666], [1.336, -0.808, 0.030], [-0.795, 1.439, 0.513], [1.090, 0.109, -2.213], [-0.144, -1.419, 1.708], [-0.487, 1.893, -1.112], [-0.031, 0.383, -0.090], [0.048, -0.740, 0.215], [0.662, -0.408, -0.408], [-0.062, -0.093, -0.367], [0.369, 0.239, -0.179], [0.152, -0.622, -0.023], [0.861, 0.012, -0.811], [-1.745, -0.418, -0.345], [1.252, -0.005, 0.371], [-0.481, 0.189, 0.102], [0.244, 0.117, 0.499]]
}